Record 1
DFT (the ωB97M-V functional and the def2-TZVPD basis) results for one molecule with the formula C3H4ClNO.

**Charge**: 0
**Relative energy (zero: lowest compared OMol25 entry of this formula, charge and spin)**: 194.5 kJ/mol
**SMILES string**: N#C[C@@H](Cl)CO
**DFT total energy**: -706.82762 Ha

The geometry in XYZ format:
```
10
C3H4ClNO, DFT the ωB97M-V functional and the def2-TZVPD basis
H -1.89457 0.40160 -0.18788
H -0.17586 -1.79656 0.21659
N 2.68119 0.21996 -0.37001
C 0.29347 0.47804 0.50941
H 0.21629 0.32577 1.49477
C -0.40831 -0.74001 -0.26391
O -1.73057 -0.64414 -0.10486
H -0.12486 -0.62346 -1.29755
Cl -0.46374 2.06020 -0.16277
C 1.60694 0.31859 0.16622
```

Record 2
DFT (the ωB97M-V functional and the def2-TZVPD basis) results for a 2-piece molecular cluster, C3H4ClNO overall.

**Spin multiplicity**: 3
**Charge**: 0
**Relative energy (zero: lowest compared OMol25 entry of this formula, charge and spin)**: 130.6 kJ/mol
**Expectation value of S²**: 2.03
**DFT total energy**: -706.69735 Ha

The geometry in XYZ format:
```
10
C3H4ClNO, DFT the ωB97M-V functional and the def2-TZVPD basis
H -1.94564 0.12443 0.22386
H 1.14318 2.95124 -0.13132
Cl 2.09203 0.03279 0.08841
C -1.22037 -0.57048 -0.27109
N 0.45430 2.26639 0.08248
C 0.86412 1.11206 0.08629
C -0.42892 -1.64313 0.22424
O 0.64378 -2.06649 -0.31499
H -0.62072 -2.03601 1.29107
H -0.98175 -0.17081 -1.27894
```

Record 3
DFT (the ωB97M-V functional and the def2-TZVPD basis) results for one molecule with the formula C3H4ClNO2.

**Charge**: 0
**Relative energy (zero: lowest compared OMol25 entry of this formula, charge and spin)**: 72.5 kJ/mol
**SMILES string**: N/C=C(/Cl)C(=O)O
**DFT total energy**: -782.12744 Ha

The geometry in XYZ format:
```
11
C3H4ClNO2, DFT the ωB97M-V functional and the def2-TZVPD basis
H 1.76581 -1.32001 -1.19177
H 1.99265 -0.22181 0.81915
H 0.18836 -1.61267 -0.90231
Cl 0.22354 1.24513 2.39988
C 1.00764 -0.27184 0.35449
O -2.32606 1.17920 0.89708
H -0.76768 0.27614 -1.54234
C -1.39507 0.72786 0.28820
N 0.91234 -0.80432 -0.97072
O -1.57468 0.41185 -1.06968
C -0.02685 0.39047 0.91802
```

Record 4
DFT (the ωB97M-V functional and the def2-TZVPD basis) results for a 2-piece molecular cluster, C3H4ClNO2 overall.

**Charge**: 0
**Relative energy (zero: lowest compared OMol25 entry of this formula, charge and spin)**: 985.5 kJ/mol
**DFT total energy**: -781.77968 Ha

The geometry in XYZ format:
```
11
C3H4ClNO2, DFT the ωB97M-V functional and the def2-TZVPD basis
O 0.57637 -2.39386 -2.58757
H -0.98141 0.17636 1.75437
H -0.32555 -0.51923 -3.51713
N 0.15000 -1.47734 -1.88931
H 0.84390 2.58912 1.14276
O -0.21472 -0.39338 -2.57788
H 0.33879 -1.91681 0.09276
C 0.32151 -1.25168 -0.64033
C 0.04129 2.20129 1.82091
Cl -0.71822 3.37684 2.87379
C -0.25189 0.92981 1.78830
```

Record 5
DFT (the ωB97M-V functional and the def2-TZVPD basis) results for one molecule with the formula C3H4ClNO2S2.

**Charge**: 0
**Relative energy (zero: lowest compared OMol25 entry of this formula, charge and spin)**: 5.0 kJ/mol
**DFT total energy**: -1578.34807 Ha

The geometry in XYZ format:
```
13
C3H4ClNO2S2, DFT the ωB97M-V functional and the def2-TZVPD basis
H -0.47782 -1.10271 -2.41099
N 0.32144 0.18315 -0.78419
H -1.50150 -1.50934 1.00143
H 0.08615 -1.98479 1.82398
S 0.20089 -2.61093 -0.46883
C 0.31617 -0.98481 -1.53412
H 1.27376 -1.23809 -1.97604
C 0.01649 0.41121 0.40393
O 1.46011 2.66667 0.50313
C -0.46862 -1.87937 0.89320
Cl -1.10815 3.14858 -0.54507
S 0.15236 2.28699 0.87200
O -0.27128 2.61343 2.22158
```

Record 6
DFT (the ωB97M-V functional and the def2-TZVPD basis) results for one molecule with the formula C3H4ClNS.

**Charge**: 0
**Relative energy (zero: lowest compared OMol25 entry of this formula, charge and spin)**: 141.8 kJ/mol
**SMILES string**: S/N=C/C=C/Cl
**DFT total energy**: -1029.77603 Ha

The geometry in XYZ format:
```
10
C3H4ClNS, DFT the ωB97M-V functional and the def2-TZVPD basis
H -1.21902 -1.26573 -0.13865
C -0.69580 0.78474 0.06714
N 1.46088 -0.38462 -0.08445
Cl -3.24257 -0.20623 -0.00255
C -1.56268 -0.21206 0.00637
H 1.31124 1.58150 -0.07043
C 0.77626 0.66445 -0.03967
H 3.58573 -1.24391 0.81423
H -1.00853 1.77256 0.28398
S 3.19509 -0.12931 -0.02860
```

Record 7
DFT (the ωB97M-V functional and the def2-TZVPD basis) results for a 2-piece molecular cluster, C3H4ClNS overall.

**Charge**: 0
**Relative energy (zero: lowest compared OMol25 entry of this formula, charge and spin)**: 410.6 kJ/mol
**DFT total energy**: -1029.67365 Ha

The geometry in XYZ format:
```
10
C3H4ClNS, DFT the ωB97M-V functional and the def2-TZVPD basis
C -0.06410 1.28411 0.77322
H 0.48386 2.10491 0.61094
C 1.41149 -0.21146 -1.57581
S 1.20539 -1.91865 -1.85996
C 0.45590 -0.21082 -0.65364
H -0.88592 -1.83671 -0.40130
H 2.24335 0.36194 -1.95875
N 0.08910 -1.52635 -0.64396
Cl 0.40976 0.74288 2.45324
H -1.05082 1.44152 0.80397
```

Record 8
DFT (the ωB97M-V functional and the def2-TZVPD basis) results for C3H4CsNaO3 as an isolated structure.

**Charge**: 0
**Relative energy (zero: lowest compared OMol25 entry of this formula, charge and spin)**: 0.0 kJ/mol
**DFT total energy**: -524.70360 Ha

The geometry in XYZ format:
```
12
C3H4CsNaO3, DFT the ωB97M-V functional and the def2-TZVPD basis
H 1.53072 -2.00756 0.95102
H 1.90696 -0.31364 1.18234
H 0.96184 -1.06227 -1.17181
O -1.17335 -0.58449 -0.81646
C -1.62290 0.37573 -1.63857
H 0.69741 0.43606 -0.39785
O 0.25026 -0.86309 2.17507
Na -2.57785 0.02674 1.05374
C 0.42536 -0.62692 -0.31623
O -0.95211 1.36046 -1.92962
Cs -0.48895 4.27652 -0.13648
C 1.04261 -1.01754 1.04485
```

Record 9
DFT (the ωB97M-V functional and the def2-TZVPD basis) results for C3H4CuMgO3 as an isolated structure.

**Spin multiplicity**: 2
**Charge**: 0
**Relative energy (zero: lowest compared OMol25 entry of this formula, charge and spin)**: 0.0 kJ/mol
**Expectation value of S²**: 0.75
**DFT total energy**: -2182.92288 Ha

The geometry in XYZ format:
```
12
C3H4CuMgO3, DFT the ωB97M-V functional and the def2-TZVPD basis
H -2.60423 -0.44527 -0.32315
H -1.58296 0.48793 -1.59998
O 1.51088 -0.36156 0.06064
C 1.35887 0.89982 0.09632
O 2.33398 1.67102 0.02458
H -1.07572 0.32609 1.46855
H -1.26441 -2.79058 0.68846
O 0.13786 1.42332 0.17438
C -1.74181 0.17545 -0.56692
C -0.93455 0.56956 0.41286
Cu 0.20707 -1.97505 -0.34951
Mg 3.65502 0.01927 -0.08622
```

Record 10
DFT (the ωB97M-V functional and the def2-TZVPD basis) results for a 2-piece molecular cluster, C3H4F2N2 overall.

**Charge**: 0
**Relative energy (zero: lowest compared OMol25 entry of this formula, charge and spin)**: 442.1 kJ/mol
**DFT total energy**: -425.76021 Ha

The geometry in XYZ format:
```
11
C3H4F2N2, DFT the ωB97M-V functional and the def2-TZVPD basis
N 2.21348 0.56549 0.26363
C -1.11468 -0.52000 -0.05144
C 0.27505 -0.30354 -0.07419
H 2.97254 1.00100 -0.50670
F -1.84292 1.68301 0.07587
H 0.98641 -1.13126 0.13877
C -2.00612 0.40106 -0.07200
H -1.31039 -1.62913 -0.22827
H 2.44120 -0.75970 0.61795
N 0.81610 0.73622 -0.26521
F -3.43069 -0.04317 0.10159
```

Question: Which formula does entry 10 have?
Answer: C3H4F2N2